Entry 1:
A structure of composition C16H48AsF6N2O8 at a distorted geometry. Source: OMol25; level of theory: ωB97M-V with the def2-TZVPD basis set.

Results
LUMO = 2.182 eV
orbital gap = 9.35 eV
calculated total energy = -4185.007684 Eh
total charge = -1

Atoms and positions in Å:
As (15.94117, -24.36412, -8.61992)
F (14.74659, -24.35759, -7.25812)
F (15.09523, -22.93841, -9.26392)
F (17.22363, -24.39974, -9.85389)
F (16.75976, -25.73143, -7.83392)
F (14.85529, -25.37164, -9.60724)
F (17.12687, -23.31360, -7.74532)
C (11.39009, -26.59629, -10.63460)
O (12.41776, -25.62766, -10.92624)
H (11.80000, -27.27658, -9.88419)
H (10.44663, -26.24311, -10.22187)
H (11.34337, -27.20484, -11.53825)
H (13.21253, -25.83140, -10.42298)
C (17.39031, -27.49277, -10.53335)
O (18.18036, -27.36597, -9.38030)
H (16.40393, -27.77143, -10.15547)
H (17.34189, -26.57071, -11.11540)
H (17.81105, -28.24947, -11.19513)
H (17.84277, -26.65189, -8.82429)
C (12.93011, -20.26143, -8.79626)
O (12.83761, -19.25568, -9.83270)
H (14.00492, -20.40306, -8.67480)
H (12.46578, -19.87107, -7.89233)
H (12.46858, -21.19485, -9.11408)
H (13.16510, -19.70510, -10.62004)
C (20.35754, -21.80814, -7.59916)
O (21.26841, -21.00766, -7.52656)
N (19.05855, -21.58468, -7.35286)
N (20.50360, -23.05207, -8.03228)
H (18.41337, -22.35962, -7.45065)
H (18.62418, -20.67786, -7.29355)
H (21.45754, -23.27367, -8.26974)
H (19.75140, -23.71126, -8.13336)
C (12.02249, -22.90325, -6.76243)
C (11.37938, -24.19713, -6.27511)
C (10.90761, -25.01509, -7.49513)
O (12.33791, -24.89074, -5.52547)
H (12.53233, -22.31256, -6.00230)
H (11.27506, -22.26220, -7.23018)
H (12.79919, -23.21590, -7.46124)
H (10.56500, -23.93730, -5.59508)
H (11.78834, -25.02811, -8.14198)
H (10.07758, -24.54166, -8.01767)
H (10.75819, -26.07400, -7.28185)
H (13.19947, -24.53043, -5.75559)
C (14.50843, -20.72227, -4.75602)
C (15.98300, -20.31133, -4.87939)
C (16.81676, -21.33382, -4.13464)
O (16.36375, -20.43641, -6.23051)
H (13.81751, -20.24102, -5.44806)
H (14.13006, -20.53996, -3.74828)
H (14.44502, -21.79842, -4.92444)
H (16.18718, -19.30438, -4.51676)
H (16.72006, -22.33744, -4.55441)
H (16.49103, -21.40407, -3.09469)
H (17.89240, -21.15887, -4.17195)
H (16.24069, -21.37085, -6.42792)
C (13.77972, -28.02881, -7.44918)
C (13.88743, -28.20204, -5.89547)
C (14.64913, -26.99615, -5.30583)
O (12.53944, -28.02206, -5.50127)
H (13.16589, -28.81480, -7.88901)
H (14.75374, -27.94551, -7.93664)
H (13.30446, -27.08058, -7.70569)
H (14.33598, -29.13477, -5.55872)
H (15.66888, -27.28114, -5.03720)
H (14.25828, -26.70077, -4.33085)
H (14.65835, -26.13065, -5.96455)
H (12.32937, -27.08247, -5.54438)
C (11.83103, -22.47234, -11.38858)
C (13.17309, -22.34256, -12.12119)
C (12.98575, -21.45694, -13.33082)
O (14.14590, -21.69659, -11.37121)
H (11.57398, -21.48722, -10.99970)
H (11.95616, -23.19674, -10.58339)
H (11.08592, -22.84726, -12.09031)
H (13.53727, -23.30463, -12.49144)
H (12.56661, -21.95932, -14.20440)
H (13.88819, -20.98871, -13.72538)
H (12.31422, -20.64136, -13.05339)
H (14.41731, -22.21251, -10.59931)

Cartesian forces, eV/Å:
As 0.69 0.17 0.16
F 1.40 0.12 -1.33
F 1.04 -1.06 0.83
F -1.62 0.02 0.56
F -1.12 0.75 -0.34
F 1.16 0.55 1.01
F -2.12 -0.87 -0.18
C 2.13 -0.88 0.02
O -0.97 0.30 0.20
H -0.21 -0.12 0.21
H 0.05 0.57 -0.51
H -0.94 0.04 -0.02
H -0.14 0.05 0.06
C -0.39 0.23 0.42
O 1.25 -0.13 0.11
H -0.38 -0.13 -0.80
H -0.15 0.12 0.07
H -0.03 -0.22 0.27
H -0.04 -0.24 -0.32
C 0.71 0.80 -0.94
O -0.62 -0.40 0.35
H -0.07 -0.44 0.67
H 0.03 -0.01 -0.05
H -0.07 0.01 0.21
H 0.18 0.02 -0.13
C -1.07 1.14 -0.28
O 0.62 0.57 0.21
N -1.58 0.76 0.80
N 1.89 -2.22 -0.65
H 0.42 0.71 -0.02
H 0.45 0.04 0.21
H -0.31 -0.49 -0.03
H 0.20 0.05 -0.12
C -0.22 -0.09 -0.32
C -0.46 0.93 -0.34
C 1.14 0.15 0.40
O 0.30 -0.87 0.50
H -0.27 -0.18 0.37
H 0.16 -0.01 -0.26
H -0.12 0.40 -0.35
H -0.22 -0.27 -0.01
H -0.14 0.11 -0.43
H -0.06 -0.16 0.04
H -0.55 0.12 0.32
H 0.16 -0.20 -0.02
C -0.07 0.24 0.55
C -0.38 -1.47 -0.11
C 0.36 -0.20 1.02
O 0.09 0.76 -0.77
H 0.32 0.23 -0.16
H 0.01 -0.02 0.09
H -0.01 -0.07 -0.05
H -0.06 0.08 -0.29
H -0.41 0.02 -0.20
H 0.17 -0.01 0.13
H -0.06 0.45 0.04
H 0.08 -0.07 -0.37
C 1.05 -0.36 0.30
C -0.64 3.11 -1.61
C 1.02 -0.71 0.58
O -0.95 -1.42 1.04
H 0.19 -0.16 0.00
H 0.13 -0.44 -0.07
H -0.19 0.11 0.48
H -0.56 -0.19 -0.04
H 0.29 0.15 -0.51
H -0.49 -0.08 -0.11
H 0.08 -0.22 0.01
H 0.20 0.22 0.02
C 0.97 -0.45 -0.11
C -0.54 -0.03 -1.16
C -0.40 0.67 -0.87
O 0.65 0.67 0.86
H -0.27 -0.04 -0.07
H -0.27 0.05 0.10
H -0.17 0.06 0.13
H -0.07 -0.31 0.36
H -0.33 -0.25 0.23
H 0.32 -0.19 0.45
H -0.07 0.13 -0.15
H -0.16 0.00 -0.30

Entry 2:
A cluster of 9 separate species, C16H48BF4O8 in total at a distorted geometry. Source: OMol25; level of theory: ωB97M-V with the def2-TZVPD basis set.

Results
LUMO = 2.891 eV
orbital gap = 9.44 eV
calculated total energy = -1664.631643 Eh
total charge = -1

Atoms and positions in Å:
B (59.22400, 38.40000, 62.41500)
F (60.51800, 38.18800, 61.99600)
F (58.45600, 38.63300, 61.33500)
F (58.76500, 37.26200, 63.13400)
F (59.06200, 39.55400, 63.16900)
C (64.86000, 36.77200, 63.45800)
C (63.62100, 37.50800, 63.11000)
O (62.81100, 36.66000, 62.31600)
H (65.48600, 36.60600, 62.49200)
H (64.58700, 35.92700, 64.01900)
H (65.28700, 37.63400, 64.02100)
H (63.74900, 38.31700, 62.71000)
H (63.07800, 37.74500, 64.06000)
H (61.94700, 37.13100, 61.94200)
C (58.04800, 37.92500, 57.07400)
C (59.17700, 38.50500, 57.79200)
O (58.92000, 39.47300, 58.67800)
H (57.16100, 37.39700, 57.68000)
H (58.38200, 37.20400, 56.56100)
H (57.49300, 38.70500, 56.52400)
H (59.97600, 38.89500, 57.21800)
H (59.68300, 37.73100, 58.45200)
H (58.59900, 39.10700, 59.43100)
C (54.39100, 38.83800, 65.53000)
C (55.82400, 38.95000, 64.98700)
O (56.25400, 37.74000, 64.45100)
H (53.73800, 38.59700, 64.77300)
H (54.14900, 39.59800, 66.21600)
H (54.44500, 38.03200, 66.10400)
H (56.70700, 39.11800, 65.63400)
H (55.71500, 39.59100, 64.14700)
H (57.14400, 37.78900, 64.39200)
C (59.86900, 41.36500, 67.64500)
C (59.39800, 40.26300, 66.66200)
O (59.12400, 40.94500, 65.38300)
H (58.98500, 42.12300, 67.94400)
H (60.78200, 42.04300, 67.45800)
H (60.20000, 40.78100, 68.55900)
H (58.58600, 39.76400, 67.01200)
H (60.13100, 39.62200, 66.48000)
H (59.14500, 40.30500, 64.71700)
C (62.93300, 41.29000, 64.97700)
C (62.40000, 41.23800, 63.58600)
O (63.39900, 41.40100, 62.62500)
H (62.14400, 41.05100, 65.55500)
H (63.38400, 42.19900, 65.23500)
H (63.66400, 40.48700, 65.35100)
H (61.75700, 42.19700, 63.41800)
H (61.64700, 40.55200, 63.35700)
H (63.08400, 40.98000, 61.77500)
C (54.98400, 40.92000, 60.12100)
C (55.13300, 39.44900, 60.75700)
O (55.94600, 38.66800, 59.88300)
H (56.01000, 41.30900, 59.87400)
H (54.53800, 41.52600, 60.97000)
H (54.61500, 40.95000, 59.16500)
H (54.08700, 39.04500, 60.99000)
H (55.69700, 39.71300, 61.74400)
H (56.68600, 38.31300, 60.30000)
C (62.54500, 42.35900, 59.12000)
C (61.78800, 41.02600, 59.14600)
O (61.93900, 40.45500, 60.54900)
H (61.92500, 43.03800, 59.40900)
H (62.94400, 42.42800, 58.05400)
H (63.52400, 42.60100, 59.46600)
H (62.11800, 40.42900, 58.31100)
H (60.67600, 41.22900, 59.15700)
H (61.60100, 39.54200, 60.67500)
C (57.59200, 34.50400, 59.41400)
C (58.35700, 35.56100, 60.23800)
O (58.35900, 35.11200, 61.59700)
H (57.70100, 34.65800, 58.31000)
H (56.52100, 34.48700, 59.73700)
H (57.89500, 33.56700, 59.83400)
H (57.94400, 36.54600, 60.40500)
H (59.52400, 35.56100, 59.75300)
H (58.57800, 35.82900, 62.13100)

Cartesian forces, eV/Å:
B -0.32 -0.05 1.19
F 1.15 0.03 -0.12
F -1.65 -0.30 -2.39
F 0.23 0.41 0.14
F 0.55 0.16 0.92
C 1.42 2.78 -2.02
C -3.75 -8.56 4.45
O -2.68 0.78 -1.75
H -0.98 -0.14 1.85
H 0.31 -1.20 0.70
H 0.89 -1.28 0.29
H 1.86 8.97 -4.74
H 0.23 -0.20 -0.28
H 2.82 -1.26 1.60
C -5.76 3.87 3.79
C 2.03 -2.72 2.24
O 0.13 4.73 -1.47
H 2.16 1.37 -0.43
H 2.40 -5.32 -4.79
H 0.42 -0.41 -0.27
H 0.59 0.13 -1.57
H -0.26 -0.20 -1.22
H -1.58 -1.35 3.70
C 3.22 1.47 -0.21
C 0.10 0.03 -0.03
O -4.74 -2.23 -0.32
H -1.65 0.14 -1.80
H -0.65 1.48 0.21
H -0.11 -3.89 2.71
H -1.31 1.59 0.54
H 0.67 1.56 -0.49
H 4.43 -0.15 -0.71
C -0.54 0.91 1.99
C 0.20 6.50 -1.86
O -0.17 0.99 3.20
H 1.89 -1.91 -0.65
H -1.45 -1.35 -0.66
H -0.64 0.84 -0.50
H -2.65 -1.26 1.18
H 3.41 -2.97 -0.53
H -0.02 -1.51 -1.89
C 2.48 -2.46 -0.72
C -0.36 4.27 -0.84
O 0.85 -1.37 -1.48
H -2.95 -0.06 2.43
H 0.39 1.50 0.26
H -0.56 0.74 -1.34
H 0.59 -1.06 0.96
H -0.60 -2.12 -0.14
H 0.23 0.66 0.99
C 2.40 -0.92 3.43
C 0.81 2.49 0.61
O -2.98 0.82 -1.04
H -0.54 -0.36 0.98
H 0.12 -0.24 -1.61
H -2.18 -0.03 -1.98
H 1.59 0.05 -0.45
H -1.04 -1.08 -1.46
H 1.76 -0.76 1.61
C 3.40 -4.14 -4.23
C -0.73 0.46 3.32
O 0.40 -0.44 -1.65
H -3.52 4.72 1.29
H -1.58 0.59 0.51
H 0.68 -1.00 1.85
H -0.04 -0.91 0.25
H 1.32 -0.23 -0.89
H -0.07 0.79 -0.53
C -1.21 1.55 0.58
C 2.52 -1.19 -0.05
O -0.25 -2.82 -2.11
H -0.07 -0.47 1.05
H 0.52 0.50 -0.63
H 0.84 -0.79 -0.48
H -0.07 0.48 -1.54
H -2.91 0.44 1.38
H 0.58 1.93 1.64